DFT (the ωB97M-V functional and the def2-TZVPD basis) results for C24H28N4O4S in the gas phase in a non-equilibrium geometry.

```
61
Properties=species:S:1:pos:R:3:forces:R:3:mulliken_charge:R:1
H 2.164 -5.051 -2.103 0.0 0.0 0.0 0.3684
H -0.935 -0.861 0.821 -0.1 0.1 0.1 0.4552
H -0.146 1.026 1.605 0.0 -0.1 0.1 -0.2121
C -0.558 3.237 0.597 -0.2 0.4 0.6 -0.0373
H 3.421 -0.184 1.648 0.0 0.1 0.0 0.6337
H 3.705 2.173 2.446 -0.1 -0.1 0.1 0.4953
C 2.092 -2.342 1.024 -0.1 0.2 0.0 -0.5068
C -1.033 1.692 -1.116 0.5 0.9 0.6 0.5768
H 2.663 -4.114 0.007 0.1 -0.1 0.0 0.4267
O 0.632 2.996 -2.762 -0.2 0.0 -0.1 -0.7790
H -0.022 4.441 3.542 0.1 0.1 -0.1 0.4310
N -0.725 3.589 1.809 -0.4 -0.1 -0.3 -0.3838
C 1.647 3.583 2.433 -0.2 0.3 0.3 0.7816
H 0.462 5.314 2.070 0.1 -0.1 0.1 0.3696
C -0.129 -1.559 0.665 0.1 0.1 0.1 0.3909
C 0.625 1.589 3.521 -0.4 -0.2 -0.1 -1.7468
C -2.341 -1.614 -3.436 0.1 0.1 0.1 1.1324
C 0.634 -3.555 -0.452 -0.2 0.2 0.1 0.6725
H 3.054 -2.264 1.505 0.1 0.0 0.1 0.4687
O 0.304 -4.554 -1.328 -0.2 0.2 0.1 -0.4564
C 2.889 1.543 2.800 0.4 -0.1 -0.3 -1.4024
C -0.991 -1.293 -3.319 -0.1 0.0 0.0 -0.9522
H -0.255 -1.920 -3.799 0.1 -0.1 0.0 0.3766
H 0.943 1.114 4.455 -0.1 0.0 0.0 0.5086
C -3.273 -0.786 -2.822 0.0 -0.1 0.0 -1.0763
S 0.585 2.370 -1.482 0.3 0.7 0.3 1.0519
H -2.406 -2.767 -5.232 0.0 -0.1 -0.1 0.3404
H 1.594 -6.076 -0.756 0.0 0.0 0.0 0.3601
C -2.759 -2.828 -4.203 0.0 0.0 0.0 -1.4328
H 0.818 -6.190 -2.354 0.1 0.0 0.0 0.2456
H -4.327 -1.004 -2.921 -0.1 0.0 0.0 0.3421
H 2.385 0.966 0.786 0.1 -0.1 0.2 -0.0678
H -3.076 0.994 0.631 -0.1 -0.1 0.0 0.4799
H 0.466 0.030 -2.493 0.1 -0.1 0.0 0.4524
H 3.165 1.076 3.751 0.0 0.0 0.0 0.3851
C -0.364 -2.624 -0.179 0.1 -0.3 -0.1 -0.7787
C 1.284 -5.511 -1.641 0.1 -0.1 0.0 -0.9507
C -0.583 -0.198 -2.590 -0.2 0.0 0.0 -0.5312
H 1.316 3.966 0.102 0.4 -0.1 0.0 0.4955
H -0.517 -0.126 2.916 -0.1 0.1 -0.1 0.7948
H -3.620 0.951 -1.636 -0.1 0.1 0.1 0.5703
C 0.305 4.321 2.506 0.1 0.1 -0.1 -0.9030
N 0.473 3.536 -0.257 -0.2 -0.3 -0.5 -0.2940
C -2.805 2.047 0.681 0.1 -0.1 -0.1 -1.9678
C -2.876 0.312 -2.083 0.2 0.2 0.1 -0.3845
N 1.398 -0.315 2.153 0.0 0.2 0.3 -0.0259
C 1.113 -1.382 1.278 0.0 -0.3 -0.1 -0.3185
C 2.563 0.478 1.755 0.2 0.2 0.1 -0.0159
H -2.703 2.365 1.715 0.0 0.0 0.0 0.3863
C 1.866 -3.407 0.173 0.0 -0.2 -0.2 -0.7435
C 0.259 0.516 2.492 0.0 0.1 0.2 0.0078
H -0.248 2.210 3.708 0.0 0.0 0.0 0.5262
N 1.726 2.378 3.027 0.2 -0.2 0.1 0.1435
H -1.325 -2.742 -0.654 -0.1 0.0 -0.1 0.4257
H -3.600 2.633 0.222 -0.1 0.0 0.0 0.4126
H -2.318 -3.718 -3.755 0.0 -0.1 0.0 0.2786
C -1.514 2.302 -0.022 -0.3 -0.4 -0.3 0.6118
H -3.840 -2.938 -4.210 -0.1 0.0 0.0 0.3675
C -1.519 0.611 -1.936 -0.2 -0.6 -0.5 0.5450
O 1.663 1.485 -1.141 -0.1 -0.2 -0.1 -0.6532
O 2.591 4.082 1.838 0.2 0.2 -0.3 -0.6903
```
Forces are in eV/Å.

LUMO energy = -0.0091 hartree
HOMO level = -7.60 eV
energy above the lowest of the compared OMol25 structures with the same formula, charge and spin = 73.4 kcal per mole
calculated total energy = -1849.5086 a.u.
gap between HOMO and LUMO = 7.35 eV
charge = 0